# 1
{"formula": "C20H25N5O3", "method": "wB97M-V/def2-TZVPD", "elements": ["C", "C", "C", "C", "N", "C", "O", "C", "N", "C", "O", "C", "C", "N", "C", "N", "C", "C", "N", "C", "C", "C", "C", "C", "C", "C", "C", "O", "H", "H", "H", "H", "H", "H", "H", "H", "H", "H", "H", "H", "H", "H", "H", "H", "H", "H", "H", "H", "H", "H", "H", "H", "H"], "coordinates": [[3.27200, -0.17036, 2.74367], [3.08564, -1.01067, 1.48636], [2.00000, -2.06897, 1.67226], [1.82466, -2.93761, 0.42522], [1.35447, -2.16345, -0.69934], [2.13337, -1.86594, -1.75755], [3.24266, -2.31662, -1.92730], [1.48399, -0.92808, -2.78183], [0.52515, 0.00201, -2.20739], [1.07283, 1.10029, -1.52995], [2.27352, 1.23348, -1.40639], [0.04601, 1.96508, -1.03511], [-1.30377, 1.68263, -1.18966], [-2.05918, 2.65217, -0.62931], [-1.18790, 3.51091, -0.14376], [0.09185, 3.16134, -0.35668], [1.28268, 3.85352, 0.06714], [1.91112, 3.17540, 1.28021], [-1.73531, 0.56819, -1.83879], [-3.15670, 0.24132, -1.87240], [-3.53372, -0.50086, -0.61638], [-3.37024, -1.87865, -0.54477], [-3.66489, -2.55421, 0.62671], [-4.12223, -1.85843, 1.73343], [-4.27953, -0.48405, 1.66802], [-3.98321, 0.19434, 0.49850], [-0.82208, -0.31568, -2.36202], [-1.16934, -1.32930, -2.93097], [4.03633, 0.58643, 2.58623], [3.57699, -0.79722, 3.57910], [2.34370, 0.32930, 3.01521], [2.82990, -0.36299, 0.64534], [4.02547, -1.50515, 1.23574], [1.04865, -1.58397, 1.91163], [2.26290, -2.71652, 2.51102], [1.11446, -3.74652, 0.62511], [2.78346, -3.36682, 0.12671], [0.42525, -1.77978, -0.63540], [0.96326, -1.53492, -3.52647], [2.28673, -0.36120, -3.25809], [-1.46985, 4.41042, 0.36654], [1.99638, 3.84554, -0.76045], [1.00527, 4.88496, 0.29845], [2.76310, 3.75527, 1.62245], [2.25801, 2.18274, 1.00737], [1.19131, 3.09480, 2.09218], [-3.70005, 1.18415, -1.94650], [-3.32607, -0.37667, -2.75628], [-3.00750, -2.41551, -1.40895], [-3.53887, -3.62582, 0.67536], [-4.35488, -2.38687, 2.64628], [-4.63384, 0.06105, 2.53062], [-4.09194, 1.26746, 0.44485]], "atomic_forces_ev_per_a": [[0.04, -0.09, -0.24], [-0.19, -0.03, 0.24], [0.25, -0.01, -0.36], [0.04, -0.09, 0.30], [-0.30, -0.02, 0.26], [-0.44, 0.33, -0.20], [0.41, -0.08, -0.18], [0.41, -0.19, -0.26], [0.17, -0.15, -0.14], [-0.23, 0.26, 0.19], [0.18, 0.03, -0.03], [-0.72, -0.35, -0.17], [1.21, 0.69, 0.37], [-0.53, -0.36, -0.19], [0.22, 0.00, -0.04], [-0.39, -0.07, -0.20], [0.60, 0.14, 0.38], [-0.08, 0.10, -0.18], [-0.05, -0.02, -0.28], [-0.17, -0.18, 0.02], [-0.07, 0.03, -0.05], [-0.01, -0.02, -0.04], [0.02, -0.07, 0.02], [0.00, -0.03, 0.09], [-0.02, 0.01, 0.08], [-0.05, -0.01, -0.04], [-0.23, 0.16, -0.05], [-0.12, -0.30, -0.08], [0.08, 0.12, 0.07], [0.03, -0.01, 0.14], [-0.09, 0.08, 0.07], [0.05, -0.02, -0.07], [0.04, -0.01, -0.09], [-0.06, -0.01, 0.08], [-0.06, -0.03, 0.09], [0.12, 0.00, -0.05], [-0.13, -0.05, 0.05], [0.09, 0.01, -0.10], [0.11, 0.12, 0.14], [-0.11, -0.14, 0.12], [0.08, 0.25, 0.14], [-0.15, 0.11, 0.06], [0.00, -0.09, -0.10], [0.12, 0.04, 0.07], [0.04, -0.10, 0.01], [-0.04, 0.01, 0.08], [0.02, -0.11, -0.06], [-0.01, 0.19, 0.10], [0.02, -0.05, -0.10], [0.00, -0.09, 0.00], [-0.02, -0.04, 0.07], [-0.03, 0.04, 0.07], [-0.02, 0.10, -0.01]], "e_above_lowest_kj_mol": 0.00, "gap_ev": 9.31, "smiles": "CCCCNC(=O)Cn1c(=O)c2c(ncn2CC)n(Cc2ccccc2)c1=O", "multiplicity": 1}

---

# 2
{"formula": "C17H21Cl2NO5SSn", "method": "wB97M-V/def2-TZVPD", "elements": ["C", "C", "C", "C", "C", "C", "C", "C", "C", "C", "Sn", "Cl", "Cl", "O", "H", "H", "H", "H", "H", "H", "H", "H", "H", "H", "H", "H", "H", "H", "H", "H", "O", "H", "O", "C", "N", "S", "O", "O", "C", "C", "C", "C", "C", "C", "H", "H", "H", "H"], "coordinates": [[0.05668, -1.56426, -2.96038], [0.91520, -0.42444, -3.09663], [0.09753, 0.74804, -3.05503], [2.37513, -0.44126, -3.19876], [-1.26239, 0.33314, -2.98365], [-1.29279, -1.09060, -2.91102], [-2.51209, -1.91409, -2.77548], [0.48570, -2.97238, -2.80959], [0.57990, 2.13948, -3.01681], [-2.43804, 1.22047, -2.95434], [-0.55191, -1.24994, 0.69760], [3.90571, 0.98060, -0.70856], [1.61204, -1.78427, 0.11082], [-1.52150, 0.30973, -0.06724], [2.78740, -1.42413, -2.95140], [2.79703, 0.26699, -2.44103], [2.72802, -0.11421, -4.18933], [1.49611, 2.19576, -2.41496], [-0.17885, 2.79368, -2.57472], [0.80124, 2.50754, -4.02894], [-2.21530, 2.13707, -2.39801], [-3.28834, 0.71890, -2.48093], [-2.73287, 1.50518, -3.97581], [-3.30229, -1.32824, -2.28615], [-2.32988, -2.81708, -2.17622], [-2.88108, -2.21212, -3.77159], [1.46721, -3.01307, -2.32008], [0.55879, -3.48143, -3.78463], [-0.22826, -3.52011, -2.17580], [-1.18212, 1.11553, 0.37177], [-1.53725, -2.92439, 0.22983], [-1.71066, -3.50960, 0.98897], [-0.53464, -1.66902, 3.02141], [-0.03209, -0.50303, 3.19764], [0.20257, 0.23509, 2.09976], [0.54442, 1.87524, 2.30792], [1.80439, 2.19756, 1.71482], [-0.64370, 2.61336, 1.92944], [0.63639, 1.56312, 4.06220], [0.99297, 2.47236, 5.05741], [0.99240, 2.02401, 6.39058], [0.65396, 0.68405, 6.70005], [0.32673, -0.21971, 5.69392], [0.31594, 0.24976, 4.37731], [1.26419, 3.48908, 4.77443], [1.24897, 2.71679, 7.20123], [0.64822, 0.35646, 7.73875], [0.08121, -1.27161, 5.84122]], "atomic_forces_ev_per_a": [[-0.26, 1.70, 0.04], [-2.09, -0.30, 0.28], [-0.71, -1.86, -0.18], [0.83, 0.80, 0.67], [1.27, -0.98, -0.07], [1.10, 0.87, 0.40], [-0.32, -0.20, -0.15], [0.11, -0.33, -0.13], [0.36, 0.26, -0.07], [-0.23, 0.17, -0.10], [0.03, 0.15, -2.59], [0.58, 0.35, 0.62], [-0.22, -0.03, 0.45], [0.08, -0.65, 0.96], [0.12, 0.02, -0.19], [-0.08, -0.66, -0.84], [0.14, -0.21, -0.02], [-0.06, 0.20, -0.11], [0.10, 0.14, -0.01], [0.11, 0.30, 0.04], [-0.19, 0.07, 0.00], [-0.07, 0.19, 0.01], [-0.25, 0.20, 0.06], [-0.06, -0.26, -0.03], [-0.16, 0.12, -0.18], [-0.28, -0.22, 0.13], [-0.15, -0.21, -0.18], [0.06, -0.25, 0.12], [0.19, -0.08, -0.16], [-0.31, -0.49, -0.38], [-0.09, 0.36, 1.05], [0.21, 0.45, -0.35], [0.61, 1.27, 0.37], [-0.20, 0.11, -2.73], [-0.31, -0.41, 0.69], [0.06, -1.46, -1.01], [-0.76, 0.14, 0.93], [0.70, -0.26, 0.69], [0.28, 0.96, 1.20], [-0.12, -0.45, 0.10], [-0.18, -0.38, -0.23], [0.16, 0.49, -0.06], [0.02, 0.41, -0.62], [0.03, 0.03, 1.67], [-0.06, -0.21, 0.24], [-0.09, -0.33, -0.38], [0.06, 0.12, -0.20], [0.05, 0.34, 0.27]], "charge": -2, "e_above_lowest_kj_mol": 216.07, "gap_ev": [2.34, 2.35], "multiplicity": 1}

---

# 3
{"formula": "C18H22N6OOsS", "method": "wB97M-V/def2-TZVPD", "elements": ["Os", "C", "C", "N", "N", "C", "S", "N", "N", "H", "H", "H", "H", "H", "H", "N", "C", "O", "C", "C", "H", "H", "H", "H", "H", "H", "C", "C", "C", "C", "C", "C", "N", "C", "C", "C", "C", "C", "C", "H", "H", "H", "H", "H", "H", "H", "H", "H", "H"], "coordinates": [[0.54428, -0.44926, 0.91894], [-3.72976, 2.45412, 1.34154], [-3.53861, 0.98883, 1.25960], [-4.45909, 0.08514, 1.19369], [-3.79922, -1.10971, 1.10945], [-2.48053, -0.97697, 1.11160], [-1.18677, -2.07348, 0.96911], [-2.29986, 0.35784, 1.20945], [-0.99048, 0.90110, 1.27394], [-4.79612, 2.65834, 1.39491], [-3.32793, 2.95035, 0.45584], [-3.25249, 2.86927, 2.23051], [-4.32808, -1.96842, 1.05506], [-0.95798, 1.71346, 0.65177], [-0.82264, 1.20224, 2.23903], [1.62852, -0.38575, 4.99041], [1.52488, -0.17793, 3.69450], [0.47400, -0.51167, 3.07879], [2.62748, 0.46424, 2.90993], [2.51634, -0.05364, 1.48028], [0.87050, -0.82086, 5.49568], [2.45796, -0.12407, 5.49838], [3.59998, 0.29530, 3.37536], [2.44720, 1.54342, 2.93710], [2.97809, -1.05291, 1.42301], [3.02663, 0.57468, 0.74813], [0.69203, -4.15867, -2.69600], [1.57461, -3.83494, -1.67570], [1.57441, -2.55236, -1.14999], [0.68935, -1.59164, -1.63745], [-0.21954, -1.92635, -2.64018], [-0.20678, -3.20722, -3.16491], [0.66692, -0.32688, -0.98115], [0.64625, 0.86191, -1.74521], [0.69392, 0.85808, -3.14395], [0.60390, 2.05087, -3.84222], [0.50590, 3.26165, -3.17107], [0.58048, 3.28356, -1.78201], [0.67761, 2.09927, -1.07724], [0.70037, -5.15122, -3.12444], [2.27298, -4.57009, -1.30096], [2.31304, -2.27953, -0.40416], [-0.97627, -1.22082, -2.95744], [-0.91248, -3.46693, -3.94213], [0.82889, -0.06153, -3.69143], [0.63160, 2.03154, -4.92284], [0.43082, 4.18649, -3.72559], [0.61864, 4.22813, -1.25608], [0.88708, 2.13303, -0.01391]], "atomic_forces_ev_per_a": [[0.15, -0.21, -1.09], [-0.02, 0.00, 0.01], [-0.06, 0.00, 0.00], [0.02, 0.07, 0.02], [0.04, -0.05, 0.03], [0.01, 0.06, 0.02], [0.00, 0.12, 0.18], [0.10, -0.10, -0.01], [-0.21, 0.15, 0.15], [0.00, 0.00, 0.00], [0.00, 0.00, 0.00], [0.00, 0.00, 0.01], [0.00, 0.00, -0.01], [0.04, -0.04, -0.07], [-0.05, 0.08, -0.05], [0.01, 0.08, -0.04], [-0.01, -0.04, 0.12], [-0.04, -0.11, 0.03], [0.02, -0.03, -0.01], [-0.08, -0.03, 0.39], [0.00, 0.00, 0.00], [0.00, -0.01, 0.00], [0.01, -0.02, -0.03], [0.01, 0.01, 0.03], [0.00, -0.01, -0.12], [-0.05, 0.04, 0.01], [0.06, 0.00, 0.06], [-0.10, -0.05, -0.07], [0.09, 0.04, -0.01], [0.33, -0.13, -0.02], [-0.23, -0.10, 0.14], [-0.01, 0.03, 0.01], [-0.18, -0.02, 0.50], [0.10, 0.17, -0.10], [-0.04, 0.02, 0.04], [0.02, 0.04, 0.04], [0.00, -0.02, 0.02], [-0.01, 0.03, -0.06], [-0.01, -0.07, -0.05], [-0.01, -0.01, 0.00], [0.02, 0.00, -0.01], [0.04, 0.06, -0.02], [0.09, 0.03, -0.05], [-0.01, -0.01, 0.00], [-0.07, 0.02, 0.01], [-0.01, 0.01, -0.01], [0.03, 0.01, 0.00], [-0.01, 0.00, 0.00], [0.04, -0.01, 0.02]], "charge": 2, "e_above_lowest_kj_mol": 92.41, "gap_ev": [6.58, 6.41], "multiplicity": 1}

---

# 4
{"formula": "C4H16N2O2", "method": "wB97M-V/def2-TZVPD", "elements": ["C", "O", "C", "C", "C", "N", "N", "H", "H", "H", "H", "H", "H", "H", "H", "H", "H", "H", "H", "H", "H", "H", "H", "O"], "coordinates": [[1.10017, -0.37967, 1.20694], [1.61230, 0.00149, -0.13768], [-0.42066, 0.06630, 1.00237], [-0.57318, 1.29019, 0.08335], [-1.21261, 0.73145, -1.20596], [-0.05311, 0.24134, -2.16831], [-1.07258, 0.48013, 2.32058], [1.25332, -1.42048, 1.09017], [1.73727, 0.06100, 1.97281], [2.67149, 0.21973, 0.02354], [-0.92600, -0.95295, 0.59242], [0.33381, 1.92523, 0.03946], [-1.26046, 2.01301, 0.55902], [-1.86500, 1.54575, -1.60176], [-1.78495, -0.20179, -0.92120], [0.30578, -0.71851, -1.91424], [0.78187, 0.89250, -2.14357], [-0.16530, 0.23729, -3.11377], [-2.14246, 0.31260, 2.49964], [-0.69784, 0.11585, 3.18441], [-0.89641, 1.58179, 2.39909], [1.04711, -3.07729, -1.92512], [1.53226, -2.49791, -0.71403], [0.69517, -2.46705, -1.12817]], "atomic_forces_ev_per_a": [[-0.28, 1.38, -2.92], [4.90, 1.24, 1.85], [0.59, -2.38, 0.98], [-0.63, -0.51, 0.34], [0.66, 0.25, -0.36], [1.41, 1.13, 3.36], [-1.69, 2.69, 1.08], [-0.56, -1.22, 1.33], [-0.57, 0.16, 0.30], [-4.01, -0.84, -0.88], [0.80, 2.70, 1.13], [-0.25, -0.84, -0.58], [-0.38, -0.53, -0.49], [0.71, -1.07, -0.64], [0.40, 1.35, -0.91], [-0.24, 0.53, 0.36], [-1.02, -0.82, 0.85], [-1.88, -0.19, -3.64], [2.11, 0.43, -1.16], [0.79, -0.62, 0.28], [-0.73, -2.87, 0.09], [-2.01, 1.66, 2.07], [1.53, 0.48, 1.54], [0.33, -2.11, -3.99]], "charge": 2, "e_above_lowest_kj_mol": 314.86, "gap_ev": 11.64, "multiplicity": 1}

---

# 5
{"formula": "C5H8NS", "method": "wB97M-V/def2-TZVPD", "elements": ["C", "C", "C", "C", "C", "N", "S", "H", "H", "H", "H", "H", "H", "H", "H"], "coordinates": [[-1.54664, 0.11647, 0.86722], [-2.24228, -0.90264, 0.37799], [0.56345, 1.07515, 1.17601], [0.44145, -0.95058, -0.02481], [0.82309, -0.51609, -1.36827], [-0.15110, 0.13272, 0.74156], [-1.58641, -2.29358, -0.32570], [-1.94642, 1.01493, 1.21717], [-3.31482, -0.73285, 0.53495], [1.67981, 1.09792, 1.05442], [0.17211, 1.92359, 1.80782], [1.18274, -1.45749, 0.67635], [1.54286, 0.29372, -1.09119], [0.04823, -0.16132, -2.01032], [1.18035, -1.39221, -1.81358]], "atomic_forces_ev_per_a": [[0.46, -0.24, -0.45], [-1.07, 0.32, 0.53], [2.18, 2.20, 1.69], [-1.99, -2.14, 1.34], [0.58, 0.68, 1.20], [-0.87, -0.54, -0.27], [2.81, 1.58, 0.56], [-0.74, 1.04, 0.70], [0.18, -0.65, -0.47], [-1.27, -0.36, -0.11], [-0.03, -1.15, -0.99], [-1.04, 0.16, -1.47], [0.10, -0.59, -1.22], [-0.78, 0.56, 0.01], [1.47, -0.86, -1.07]], "charge": 1, "e_above_lowest_kj_mol": 281.64, "gap_ev": 7.61, "multiplicity": 1}